1.
The following is a quantum chemistry calculation of a molecular structure, C22H44Cl2F16O8PbS6 at a distorted geometry, from OMol25.

CARTESIAN COORDINATES (ANGSTROEM)
Pb1 -0.746 -1.244 0.261
Cl1 1.228 -2.827 1.802
Cl2 -1.887 1.334 1.483
C1 -4.507 4.558 -0.156
C2 -4.584 3.863 -1.479
C3 -3.252 3.458 -2.135
F1 -3.373 2.700 -3.230
F2 -2.504 4.537 -2.395
F3 -5.366 2.851 -1.290
F4 -5.318 4.660 -2.217
O1 -3.891 5.826 -0.252
C4 -3.174 6.436 0.805
C5 -2.364 7.674 0.355
F5 -2.933 8.636 -0.370
F6 -1.847 8.290 1.402
F7 -4.270 6.820 1.478
F8 -2.415 5.596 1.533
H1 -4.007 3.899 0.554
H2 -5.422 4.766 0.399
H3 -2.739 2.881 -1.365
H4 -1.539 7.291 -0.245
C6 7.227 -1.036 -1.165
C7 7.519 0.385 -0.409
C8 8.538 1.285 -1.115
F9 8.008 1.521 -2.382
F10 8.641 2.538 -0.585
F11 6.403 1.113 -0.324
F12 7.936 0.153 0.827
O2 5.926 -1.677 -0.928
C9 5.820 -2.994 -0.441
C10 4.339 -3.440 -0.255
F13 3.799 -3.572 -1.509
F14 4.240 -4.629 0.275
F15 6.638 -3.800 -1.159
F16 6.373 -2.854 0.820
H5 8.115 -1.637 -0.972
H6 7.147 -0.997 -2.251
H7 9.476 0.761 -1.297
H8 3.797 -2.678 0.306
C11 0.731 -5.133 -1.027
S1 -0.790 -4.239 -1.762
O3 -0.480 -2.800 -1.511
C12 -0.481 -4.708 -3.601
H9 0.987 -4.823 -0.014
H10 1.543 -4.677 -1.593
H11 0.610 -6.195 -1.242
H12 -0.406 -5.794 -3.639
H13 0.418 -4.273 -4.038
H14 -1.404 -4.535 -4.154
C13 -1.192 0.126 -3.991
S2 -0.335 1.164 -2.768
O4 -0.918 0.561 -1.490
C14 1.287 0.207 -3.230
H15 -1.891 0.775 -4.518
H16 -1.692 -0.736 -3.550
H17 -0.564 -0.248 -4.800
H18 2.208 0.706 -2.928
H19 1.483 0.075 -4.294
H20 1.213 -0.720 -2.661
C15 -4.474 -1.691 2.663
S3 -3.603 -3.175 1.910
O5 -2.263 -2.519 1.546
C16 -3.304 -4.070 3.480
H21 -5.552 -1.840 2.710
H22 -4.420 -0.836 1.989
H23 -4.052 -1.495 3.649
H24 -2.778 -3.309 4.057
H25 -2.578 -4.883 3.452
H26 -4.229 -4.423 3.935
C17 0.967 0.730 5.367
S4 1.467 -0.839 6.038
O6 2.390 -0.762 7.258
C18 -0.267 -1.336 6.517
H27 0.515 0.683 4.376
H28 1.896 1.299 5.398
H29 0.253 1.253 6.004
H30 -0.308 -2.182 7.203
H31 -0.599 -1.902 5.647
H32 -0.955 -0.497 6.622
C19 2.520 1.356 1.911
S5 2.450 1.294 0.050
O7 1.506 0.073 -0.171
C20 1.626 2.945 -0.167
H33 3.151 0.510 2.183
H34 1.584 1.086 2.399
H35 3.074 2.167 2.382
H36 1.549 3.336 -1.182
H37 2.005 3.810 0.377
H38 0.632 2.829 0.266
C21 -4.356 -2.346 -3.239
S6 -4.142 -1.859 -1.448
O8 -2.682 -1.712 -1.241
C22 -4.668 -0.140 -1.637
H39 -5.341 -2.810 -3.201
H40 -3.652 -3.089 -3.615
H41 -4.185 -1.532 -3.944
H42 -5.555 -0.091 -2.270
H43 -3.862 0.449 -2.075
H44 -5.119 0.335 -0.765

Computed properties:
LUMO, hartree: -0.004
Frontier orbital gap, eV: 7.333
Total charge: 0
HOMO energy, eV: -7.437

2.
The following is a quantum chemistry calculation of a gas-phase ion, C12H18BBr2ClI2N3O (charge +1) at a distorted geometry, from OMol25.

CARTESIAN COORDINATES (ANGSTROEM)
C1 -3.384 -2.565 0.641
B1 -1.865 -2.278 1.092
O1 -1.296 -3.149 1.983
N1 -1.197 -1.075 0.499
N2 -1.628 -0.549 -0.658
C2 -0.919 0.521 -0.956
C3 -1.110 1.443 -2.170
C4 -0.432 0.749 -3.412
C5 0.190 1.770 -4.439
Cl1 -1.671 -0.342 -4.162
N3 -0.002 0.630 0.112
C6 0.932 1.740 0.080
I1 2.467 1.787 -1.443
C7 0.860 2.771 0.945
C8 1.799 3.989 0.931
I2 -0.699 2.736 2.417
C9 -0.158 -0.362 1.030
C10 0.685 -0.520 2.301
Br1 -0.355 -0.884 3.926
C11 1.941 -1.483 2.153
C12 1.647 -2.819 1.420
Br2 3.349 -0.565 1.085
H1 -3.953 -2.684 1.598
H2 -3.830 -1.709 0.090
H3 -3.466 -3.507 0.054
H4 -1.834 -3.961 1.984
H5 -2.207 1.585 -2.304
H6 -0.710 2.463 -1.964
H7 0.387 0.108 -3.013
H8 0.169 2.777 -3.964
H9 -0.382 1.733 -5.386
H10 1.243 1.449 -4.607
H11 1.383 4.780 0.263
H12 1.820 4.416 1.958
H13 2.835 3.743 0.620
H14 1.140 0.483 2.479
H15 2.366 -1.592 3.167
H16 2.625 -3.323 1.241
H17 1.064 -2.697 0.484
H18 1.122 -3.482 2.149

Computed properties:
LUMO, hartree: -0.144
Frontier orbital gap, eV: 8.443
Total charge: +1
SMILES: CB(O)n1nc(C[C@H](C)Cl)[n+](/C(I)=C(/C)I)c1[C@@H](Br)[C@@H](C)Br
HOMO energy, eV: -12.368

3.
The following is a quantum chemistry calculation of a molecular structure, C3H9NO2S at a distorted geometry, from OMol25.

CARTESIAN COORDINATES (ANGSTROEM)
O1 2.723 -0.226 -0.506
C1 2.364 0.922 -0.777
O2 1.243 1.262 -1.305
H1 3.026 1.758 -0.548
C2 -0.823 -1.158 -0.252
C3 -0.997 0.191 0.436
S1 -2.248 0.013 1.803
N1 0.252 -1.089 -1.270
H2 -1.736 -1.409 -0.800
H3 -0.679 -1.930 0.509
H4 -1.400 0.929 -0.261
H5 -0.056 0.512 0.881
H6 -2.240 1.316 2.142
H7 0.173 -1.878 -1.897
H8 1.184 -1.123 -0.836
H9 0.565 0.256 -1.394

Computed properties:
LUMO, hartree: 0.028
Frontier orbital gap, eV: 10.165
Total charge: 0
HOMO energy, eV: -9.398
Energy above the lowest of the compared OMol25 structures with the same formula, charge and spin, eV: 1.326

4.
The following is a quantum chemistry calculation of a single C5H11NO3 molecule at a distorted geometry, from OMol25.

CARTESIAN COORDINATES (ANGSTROEM)
C1 -1.154 -0.929 0.527
C2 -1.177 0.569 0.277
C3 1.290 -0.019 0.683
C4 1.808 -1.362 0.227
C5 0.103 0.757 -0.554
N1 -2.414 0.971 -0.370
O1 0.418 2.067 -0.783
O2 -1.186 -1.720 -0.422
O3 0.127 0.071 -1.706
H1 0.862 2.469 -0.030
H2 -0.404 -0.776 -1.532
H3 -1.330 -1.270 1.557
H4 -1.082 1.105 1.224
H5 -2.406 1.973 -0.549
H6 -2.516 0.498 -1.262
H7 2.065 0.743 0.554
H8 1.105 0.000 1.758
H9 1.100 -2.162 0.457
H10 2.714 -1.631 0.773
H11 2.077 -1.355 -0.828

Computed properties:
LUMO, hartree: 0.014
Frontier orbital gap, eV: 9.132
Total charge: 0
SMILES: CCC(O)(O)[C@@H](N)C=O
HOMO energy, eV: -8.763
Energy above the lowest of the compared OMol25 structures with the same formula, charge and spin, eV: 2.738

5.
The following is a quantum chemistry calculation of 2 unconnected molecules or ions with the total composition C5H11O3 at a distorted geometry, from OMol25.

CARTESIAN COORDINATES (ANGSTROEM)
O1 -2.364 -2.000 -0.716
C1 -1.533 -1.198 -0.346
C2 -0.985 -0.135 -1.231
C3 0.010 0.912 -0.744
C4 1.090 0.412 0.185
C5 1.934 -1.003 -0.098
O2 2.944 -1.105 0.723
H1 -1.172 -1.337 0.697
H2 -1.746 0.305 -1.884
H3 -0.406 -0.731 -1.966
H4 -0.651 1.684 -0.291
H5 0.446 1.443 -1.593
H6 1.889 1.165 0.181
H7 0.844 0.221 1.233
H8 1.092 -1.724 0.080
H9 2.209 -1.049 -1.188
H10 -0.660 1.920 2.374
H11 -1.578 0.887 1.879
O3 -1.363 1.333 2.705

Computed properties:
LUMO, hartree: 0.127
Frontier orbital gap, eV: 6.097
Total charge: -1
HOMO energy, eV: -2.633
Energy above the lowest of the compared OMol25 structures with the same formula, charge and spin, eV: 3.403

6.
The following is a quantum chemistry calculation of a molecular structure, C21H31BiO3 at a distorted geometry, from OMol25.

CARTESIAN COORDINATES (ANGSTROEM)
O1 0.599 0.289 -7.208
C1 0.448 1.578 -7.917
C2 0.343 0.980 -9.302
H1 1.326 2.224 -7.809
H2 -0.473 2.098 -7.632
C3 0.458 -0.348 -8.510
H3 1.191 1.217 -9.950
H4 -0.594 1.190 -9.816
C4 1.720 -1.101 -8.888
H5 2.588 -0.431 -8.811
H6 1.650 -1.459 -9.925
H7 1.836 -1.971 -8.236
C5 -0.805 -1.195 -8.521
H8 -1.667 -0.605 -8.180
H9 -0.658 -2.049 -7.849
H10 -1.003 -1.576 -9.533
Bi1 0.438 0.190 -0.650
C6 -2.260 -0.563 1.144
C7 -1.626 0.702 1.237
C8 -1.800 1.380 -0.025
H11 -1.258 1.171 2.143
C9 -2.644 0.531 -0.834
C10 -2.867 -0.669 -0.121
H12 -3.440 -1.516 -0.479
H13 -2.318 -1.286 1.949
H14 -1.528 2.415 -0.229
H15 -3.115 0.830 -1.773
C11 1.284 -1.876 1.557
C12 0.693 -2.846 0.724
C13 1.230 -2.731 -0.584
H16 -0.016 -3.611 1.050
C14 2.210 -1.679 -0.571
C15 2.222 -1.124 0.783
H17 2.994 -0.454 1.173
H18 1.149 -1.783 2.634
H19 1.017 -3.381 -1.434
H20 2.957 -1.464 -1.342
O2 0.785 1.149 -3.142
C16 -0.081 0.183 -3.832
C17 -0.914 0.977 -4.836
H21 -0.717 -0.359 -3.092
H22 0.567 -0.558 -4.335
C18 0.068 2.105 -5.142
H23 -1.803 1.374 -4.331
H24 -1.241 0.386 -5.694
C19 0.607 2.439 -3.784
H25 -0.361 2.948 -5.673
H26 0.893 1.673 -5.723
H27 -0.093 3.070 -3.212
H28 1.566 2.952 -3.797
C20 1.677 3.173 0.395
C21 1.170 1.890 0.946
O3 1.166 1.527 2.105
H29 2.471 2.962 -0.332
H30 2.069 3.769 1.230
H31 0.888 3.741 -0.114

Computed properties:
LUMO, hartree: -0.014
Frontier orbital gap, eV: 6.763
Total charge: 0
HOMO energy, eV: -7.131
Energy above the lowest of the compared OMol25 structures with the same formula, charge and spin, eV: 0.000

7.
The following is a quantum chemistry calculation of a single C2H6OP2 molecule at a distorted geometry, from OMol25.

CARTESIAN COORDINATES (ANGSTROEM)
C1 0.693 -1.868 -0.091
C2 -0.805 1.772 -0.369
O1 0.283 -0.487 -0.202
P1 -1.112 0.217 0.519
P2 -2.840 -0.750 0.361
H1 0.521 -2.273 0.946
H2 1.699 -2.085 -0.452
H3 0.017 -2.409 -0.762
H4 -1.765 2.076 -0.750
H5 -0.452 2.462 0.452
H6 -0.016 1.407 -1.124

Computed properties:
LUMO, hartree: -0.049
Frontier orbital gap, eV: 6.706
Total charge: 0
SMILES: COP(C)#P
HOMO energy, eV: -8.028
Energy above the lowest of the compared OMol25 structures with the same formula, charge and spin, eV: 0.892

8.
The following is a quantum chemistry calculation of 2 unconnected molecules or ions with the total composition BrH2IO2Si at a distorted geometry, from OMol25.

CARTESIAN COORDINATES (ANGSTROEM)
O1 1.894 -0.398 0.477
O2 1.706 0.674 -2.089
Si1 1.389 0.686 -0.594
Br1 -4.054 -0.589 0.306
I1 -0.202 2.116 0.584
H1 2.512 -1.186 0.180
H2 -3.246 -1.303 1.136

Computed properties:
LUMO, hartree: -0.023
Frontier orbital gap, eV: 9.806
Total charge: 0
SMILES: O=[Si](O)I.Br
HOMO energy, eV: -10.418
Energy above the lowest of the compared OMol25 structures with the same formula, charge and spin, eV: 2.769

9.
The following is a quantum chemistry calculation of 10 unconnected molecules or ions with the total composition C31H66NO19P at a distorted geometry, from OMol25.

CARTESIAN COORDINATES (ANGSTROEM)
N1 -0.186 0.129 -0.898
H1 -0.263 0.047 -1.989
H2 -1.112 0.052 -0.310
H3 -0.184 1.044 -0.619
H4 0.476 -0.533 -0.620
P1 -1.964 2.518 -2.050
O1 -2.808 3.707 -2.343
O2 -1.372 2.765 -0.641
O3 -0.917 2.119 -2.890
O4 -2.875 1.425 -1.667
O5 0.960 -0.741 2.370
C1 0.772 -0.061 3.365
O6 0.734 1.328 3.259
C2 1.035 1.931 2.086
C3 1.822 3.292 2.539
C4 0.520 -0.581 4.748
H5 0.128 2.241 1.697
H6 1.687 1.382 1.525
H7 2.560 3.175 3.180
H8 1.228 4.144 3.054
H9 2.267 3.753 1.664
H10 0.512 -1.668 4.771
H11 -0.362 -0.329 5.080
H12 1.457 -0.356 5.336
O7 -4.164 2.065 5.711
C5 -3.320 1.150 5.631
O8 -3.007 0.506 4.520
C6 -3.598 0.789 3.271
C7 -2.934 -0.089 2.317
C8 -2.576 0.539 6.877
H13 -3.498 1.847 3.029
H14 -4.628 0.892 3.362
H15 -1.761 0.012 2.237
H16 -3.244 0.233 1.325
H17 -3.199 -1.103 2.555
H18 -1.845 1.219 7.228
H19 -2.081 -0.338 6.596
H20 -3.415 0.365 7.562
O9 2.656 6.565 -2.165
C9 1.962 5.611 -1.947
O10 2.587 4.325 -1.624
C10 2.017 3.096 -1.723
C11 3.100 2.145 -1.336
C12 0.350 5.672 -1.982
H21 1.688 2.842 -2.750
H22 1.104 3.011 -1.125
H23 3.850 2.194 -2.136
H24 2.737 1.120 -1.555
H25 3.403 2.320 -0.329
H26 -0.079 4.716 -2.566
H27 -0.071 6.382 -2.561
H28 -0.088 5.600 -0.990
O11 -1.894 -4.243 2.507
C13 -2.185 -3.001 2.381
O12 -3.345 -2.547 2.299
C14 -4.520 -3.371 2.587
C15 -5.576 -2.354 2.657
C16 -1.053 -1.988 2.391
H29 -4.255 -4.039 3.435
H30 -4.854 -3.976 1.783
H31 -5.297 -1.453 3.477
H32 -6.433 -2.826 3.073
H33 -5.771 -1.831 1.769
H34 -0.182 -2.489 2.256
H35 -1.292 -1.616 3.389
H36 -1.118 -1.265 1.529
O13 2.812 -2.685 -2.325
C17 1.752 -3.093 -1.779
O14 1.048 -4.221 -2.003
C18 1.506 -5.010 -3.105
C19 0.758 -6.392 -3.002
C20 1.183 -2.236 -0.545
H37 2.673 -5.177 -3.363
H38 1.034 -4.586 -3.970
H39 1.207 -7.056 -2.572
H40 0.845 -6.723 -3.765
H41 -0.366 -6.283 -2.835
H42 1.134 -1.334 -1.074
H43 2.021 -1.965 0.038
H44 0.282 -2.563 -0.266
O15 -1.691 -1.040 -1.359
C21 -2.452 -0.722 -2.238
O16 -3.706 -1.021 -2.246
C22 -4.488 -1.482 -1.044
C23 -5.985 -1.603 -1.395
C24 -2.136 0.226 -3.416
H45 -4.577 -0.766 -0.323
H46 -3.901 -2.180 -0.564
H47 -6.365 -2.178 -2.264
H48 -6.356 -0.555 -1.613
H49 -6.728 -1.808 -0.452
H50 -2.556 -0.124 -4.275
H51 -1.213 0.331 -3.414
H52 -2.550 1.093 -3.099
O17 1.848 0.274 -2.901
C25 2.238 0.972 -3.823
O18 3.573 0.923 -4.160
C26 4.543 0.068 -3.565
C27 5.899 0.447 -4.002
C28 1.392 2.052 -4.586
H53 4.145 -1.069 -4.037
H54 4.138 -0.068 -2.504
H55 5.959 1.403 -3.827
H56 6.211 0.324 -5.066
H57 6.495 -0.302 -3.408
H58 1.336 1.759 -5.609
H59 1.870 2.991 -4.364
H60 0.324 1.935 -4.092
C29 3.873 0.014 0.151
C30 5.189 0.650 0.608
O19 5.884 1.442 -0.264
C31 5.729 0.343 2.038
H61 3.232 0.299 -0.566
H62 3.213 0.156 1.045
H63 3.766 -1.134 0.239
H64 5.931 -0.976 1.999
H65 5.185 0.347 2.891
H66 6.557 0.816 2.409

Computed properties:
LUMO, hartree: 0.128
Frontier orbital gap, eV: 2.664
Total charge: -2
HOMO energy, eV: 0.820
Energy above the lowest of the compared OMol25 structures with the same formula, charge and spin, eV: 3.804

10.
The following is a quantum chemistry calculation of a molecular structure, C30H35AsBrCoINP, from OMol25.

CARTESIAN COORDINATES (ANGSTROEM)
Co1 -0.439 -0.542 -0.683
N1 -1.150 0.963 -1.893
C1 -0.322 2.170 -1.881
C2 -0.792 3.335 -2.468
C3 0.032 4.448 -2.522
C4 1.323 4.387 -2.007
C5 1.779 3.224 -1.418
C6 0.945 2.105 -1.325
P1 1.457 0.599 -0.496
C7 2.026 1.029 1.154
C8 1.676 2.246 1.735
C9 2.093 2.546 3.025
C10 2.869 1.639 3.734
C11 3.224 0.425 3.157
C12 2.799 0.116 1.876
C13 2.846 -0.094 -1.391
C14 2.590 -0.784 -2.579
C15 3.637 -1.252 -3.353
C16 4.945 -1.028 -2.945
C17 5.209 -0.333 -1.774
C18 4.163 0.136 -0.994
H1 -2.104 1.227 -1.641
H2 -1.214 0.626 -2.854
H3 -1.783 3.366 -2.900
H4 -0.327 5.356 -2.983
H5 1.969 5.251 -2.069
H6 2.783 3.186 -1.015
H7 1.093 2.976 1.188
H8 1.831 3.497 3.468
H9 3.207 1.882 4.731
H10 3.835 -0.278 3.702
H11 3.095 -0.831 1.445
H12 1.575 -0.959 -2.913
H13 3.436 -1.789 -4.268
H14 5.764 -1.395 -3.550
H15 6.230 -0.159 -1.468
H16 4.387 0.677 -0.087
Br1 -2.597 -5.092 -0.019
C19 -2.893 -4.297 -1.693
C20 -4.097 -4.583 -2.335
C21 -4.363 -4.056 -3.587
C22 -3.434 -3.243 -4.220
C23 -2.232 -2.950 -3.595
C24 -1.977 -3.478 -2.334
I1 -0.130 -3.067 -1.471
H17 -4.811 -5.229 -1.845
H18 -5.297 -4.296 -4.073
H19 -3.637 -2.849 -5.205
H20 -1.492 -2.344 -4.097
C25 0.177 -1.993 3.102
C26 -0.248 -0.535 3.104
As1 -1.257 -0.074 1.536
C27 -2.838 -1.191 1.633
C28 -3.631 -0.979 2.918
C29 -1.896 1.751 1.758
C30 -1.744 2.311 3.169
H21 0.867 -2.186 3.923
H22 0.694 -2.274 2.180
H23 -0.670 -2.667 3.224
H24 0.603 0.143 3.132
H25 -0.874 -0.298 3.967
H26 -2.495 -2.223 1.520
H27 -3.451 -0.971 0.752
H28 -3.035 -1.184 3.806
H29 -4.491 -1.646 2.947
H30 -4.011 0.040 2.996
H31 -2.946 1.745 1.451
H32 -1.355 2.359 1.027
H33 -2.298 1.726 3.902
H34 -2.127 3.331 3.211
H35 -0.699 2.332 3.478

Computed properties:
LUMO (spin up / spin down), hartree: -0.281 / -0.221
Frontier orbital gap (spin up / spin down), eV: 6.497 / 8.174
Total charge: +2
HOMO energy (spin up / spin down), eV: -14.146 / -14.191
2S+1: 2
<S²>: 1.0317

11.
The following is a quantum chemistry calculation of a molecular structure, Cl2N4O12Pt at a distorted geometry, from OMol25.

CARTESIAN COORDINATES (ANGSTROEM)
Pt1 11.940 -11.018 13.079
N1 8.936 -12.759 13.166
O1 10.004 -12.101 12.916
O2 8.994 -13.667 14.023
O3 7.858 -12.175 13.008
N2 11.811 -12.794 15.971
O4 12.118 -12.609 14.749
O5 10.666 -12.398 16.271
O6 12.485 -13.375 16.828
N3 10.063 -9.054 15.588
O7 10.457 -8.036 16.229
O8 10.712 -9.553 14.672
O9 9.225 -9.718 16.233
N4 13.183 -12.439 10.097
O10 12.634 -12.107 11.184
O11 13.882 -11.634 9.429
O12 12.997 -13.569 9.650
Cl1 14.484 -10.776 13.519
Cl2 10.579 -9.308 11.432

Computed properties:
LUMO (spin up / spin down), hartree: 0.359 / 0.359
Frontier orbital gap (spin up / spin down), eV: 6.380 / 6.505
Total charge: -4
HOMO energy (spin up / spin down), eV: 3.385 / 3.252
2S+1: 3
<S²>: 2.0036
Energy above the lowest of the compared OMol25 structures with the same formula, charge and spin, eV: 0.000